82
Properties=species:S:1:pos:R:3:forces:R:3 method="wB97M-V/def2-TZVPD" homo_energy_ev="-2.30 / -2.32" gap_ev="4.10 / 4.17" spin_multiplicity=2 total_energy_ev=-95346.457 total_charge=-1
V -0.3576 0.4574 -0.1321 4.0 0.6 1.6
C 3.6629 0.0396 0.1725 0.1 -0.2 0.0
C 3.4565 -0.6245 -1.1912 -0.2 0.3 0.1
C 1.9907 -0.9291 -1.5472 0.7 -0.6 0.1
N 1.1566 0.2435 -1.4418 0.1 0.4 -0.5
C 1.2482 1.1696 -2.3656 0.4 -0.1 -0.3
C 2.0433 1.0457 -3.5430 -0.2 -0.2 0.1
C 2.4414 1.9720 -4.4721 0.0 0.2 0.1
C 2.1929 3.3394 -4.5178 -0.1 0.3 0.0
C 1.2609 4.0149 -3.7477 0.4 -0.1 -0.4
C 0.3757 3.5231 -2.8107 -0.3 -0.3 0.6
C 0.2804 2.2546 -2.1944 0.0 0.6 -0.8
N -0.7009 1.9055 -1.3853 0.1 0.5 -0.3
C -1.9599 2.6072 -1.3963 -0.5 0.5 0.2
C -2.2287 3.3479 -0.0818 0.0 -0.3 -0.1
C -2.2269 2.3498 1.0807 -0.4 0.5 -0.3
N -0.9575 1.6860 1.2102 -0.3 0.5 0.3
C -0.0710 2.0925 2.0980 0.1 0.8 1.1
C -0.1278 3.3608 2.7252 -0.3 -0.6 -0.8
C 0.6298 3.8951 3.7435 0.6 -0.1 0.8
C 1.5730 3.2818 4.5557 -0.3 0.6 -0.1
C 1.9621 1.9461 4.5018 0.0 -0.2 -0.3
C 1.6703 0.9865 3.5643 0.0 -0.1 0.2
C 0.9410 1.0659 2.3409 0.4 -0.1 -0.1
N 0.9830 0.1602 1.3924 0.1 0.8 0.5
C 1.7896 -1.0238 1.5854 0.5 -0.7 0.1
C 3.3004 -0.8067 1.3932 -0.2 0.4 -0.1
H 3.0875 0.9702 0.2131 0.1 0.0 0.0
H 4.7202 0.3148 0.2530 -0.1 0.1 0.0
H 4.0383 -1.5490 -1.2554 -0.1 0.0 0.0
H 3.8451 0.0682 -1.9449 0.1 -0.1 0.0
H 1.5718 -1.6988 -0.8982 0.0 0.0 -0.2
H 1.9563 -1.3448 -2.5666 -0.2 0.0 0.3
H 2.3701 0.0379 -3.7637 0.0 0.0 0.2
H 3.0697 1.5866 -5.2687 0.0 0.0 0.0
H 2.7298 3.9173 -5.2599 0.0 0.0 0.0
H 1.1584 5.0743 -3.9595 0.0 0.0 0.0
H -0.3290 4.2571 -2.4344 0.1 -0.1 0.0
H -2.7473 1.8516 -1.5429 0.1 0.1 0.0
H -2.0247 3.3126 -2.2378 0.0 -0.3 0.2
H -3.1983 3.8529 -0.1360 0.1 0.0 0.0
H -1.4505 4.1010 0.0751 0.0 0.0 0.0
H -2.9741 1.5758 0.8645 0.0 0.2 0.1
H -2.5094 2.8466 2.0220 0.1 -0.2 -0.2
H -0.8420 4.0512 2.2924 0.0 -0.1 0.0
H 0.4040 4.9331 3.9765 0.1 0.0 0.0
H 1.9961 3.8862 5.3493 0.0 0.0 0.0
H 2.6149 1.6180 5.3074 -0.1 0.0 0.0
H 2.0554 0.0047 3.8012 0.0 0.0 -0.2
H 1.4283 -1.7807 0.8917 -0.1 0.0 0.2
H 1.6295 -1.4421 2.5893 -0.2 0.1 -0.3
H 3.7791 -1.7897 1.3327 0.0 0.0 0.1
H 3.6940 -0.2934 2.2786 0.1 -0.1 -0.1
S -1.4849 -1.4784 2.5434 -0.4 0.9 0.0
C -0.6512 -2.9795 2.5392 0.2 -0.4 0.1
C -0.2807 -3.5296 3.7760 0.1 0.1 -0.2
C 0.3851 -4.7288 3.8704 0.2 -0.3 0.1
C 0.7097 -5.4322 2.7121 0.1 -0.2 0.4
C 0.3715 -4.9086 1.4870 0.0 0.1 0.0
C -0.3013 -3.6860 1.3595 0.2 -0.3 0.5
S -0.6304 -3.1225 -0.2338 0.1 0.2 -1.0
H -0.5277 -2.9587 4.6600 -0.1 0.0 0.1
H 0.6586 -5.1246 4.8401 0.0 0.0 0.1
H 1.2212 -6.3848 2.7813 0.1 0.0 0.0
H 0.6295 -5.4314 0.5754 0.0 0.0 0.0
C -1.5241 -2.8948 -3.5927 0.1 0.2 0.1
C -1.7819 -1.6022 -2.8578 0.2 -0.5 -0.5
O -1.0616 -0.6328 -2.9838 -0.1 0.0 -0.3
C -2.9522 -1.5967 -1.9550 0.1 0.9 0.9
C -4.1669 -2.1979 -2.2611 0.1 0.1 0.0
C -5.2198 -2.1699 -1.3652 -0.1 0.0 0.1
C -5.0542 -1.5633 -0.1262 -0.1 -0.1 -0.2
C -3.8574 -0.9701 0.2098 0.8 0.4 -0.1
C -2.7861 -0.9537 -0.7015 -3.5 -1.9 -1.0
O -1.6745 -0.3791 -0.4006 -2.6 -1.1 -0.6
H -0.4899 -2.9285 -3.9212 0.1 0.1 0.0
H -2.1706 -2.9600 -4.4649 -0.2 0.0 -0.1
H -1.7254 -3.7264 -2.9264 0.0 -0.2 0.1
H -4.2998 -2.6734 -3.2228 0.1 -0.1 -0.1
H -6.1710 -2.6126 -1.6267 0.0 -0.1 0.0
H -5.8708 -1.5580 0.5836 0.0 0.0 0.0
H -3.6910 -0.5384 1.1866 0.0 -0.1 0.0